{"formula": "C4H7N2S", "method": "the ωB97M-V functional and the def2-TZVPD basis", "energy_ha": -663.9097, "e_above_lowest_kcal_mol": 103.5, "charge": 1, "homo_energy_ha": [-0.5148, -0.5064], "elements": ["S", "N", "N", "C", "C", "C", "C", "H", "H", "H", "H", "H", "H", "H"], "xyz": [[-3.15815, 0.57604, -0.05135], [-0.37484, 0.76875, 0.27007], [1.03251, -1.01557, -0.14110], [-1.35313, -1.42387, 0.10397], [0.31998, 1.96871, -0.00303], [-0.25436, -0.47449, -0.00558], [-2.61208, -1.06233, 0.03468], [1.78580, -0.41895, 0.22627], [1.16892, -1.95308, 0.13310], [-1.16213, -2.41114, 0.29343], [1.09505, 1.62311, -0.69592], [0.35959, 2.32194, 1.01859], [-3.34285, -1.73106, 0.23035], [-0.24025, 2.77081, -0.50180]], "forces_ev_per_a": [[2.51, -0.67, 0.06], [-5.22, -0.11, -1.07], [-0.63, 2.20, 0.12], [0.95, 1.51, -0.64], [-0.40, -0.79, -0.11], [2.46, -1.16, 1.15], [0.19, 4.03, -0.32], [-0.52, -0.40, -0.46], [-0.11, -1.21, 0.04], [0.86, -2.38, 0.16], [0.95, 1.08, 0.62], [1.79, 0.78, 0.10], [-2.43, -2.26, 0.59], [-0.39, -0.62, -0.23]], "mulliken_charge": [0.111, -0.362, -0.477, -0.606, -0.811, 1.180, -0.334, 0.248, 0.267, 0.308, 0.435, 0.350, 0.429, 0.262]}